[1]
{
  "formula": "C23H54N10SrTe",
  "method": "ωB97M-V/def2-TZVPD",
  "gap_ev": 9.01,
  "largest_force_ev_per_a": 1.52,
  "relative_energy_kj_mol": 0.0,
  "e_homo_ev": -13.337,
  "total_charge": 2,
  "symbols": ["H", "C", "N", "H", "H", "N", "C", "H", "C", "H", "H", "H", "H", "C", "C", "H", "H", "H", "H", "H", "H", "C", "H", "H", "H", "H", "C", "N", "C", "N", "H", "H", "H", "N", "H", "C", "N", "H", "C", "C", "H", "C", "H", "C", "H", "H", "C", "H", "H", "H", "H", "H", "Te", "H", "H", "N", "H", "H", "H", "H", "N", "H", "N", "H", "H", "H", "H", "C", "H", "C", "C", "H", "C", "H", "C", "H", "H", "C", "C", "Sr", "N", "H", "H", "H", "H", "C", "C", "H", "H"],
  "xyz": [[-2.55803, -1.88170, 2.75822], [2.31098, 4.01244, 2.42337], [-1.31361, -1.76420, -0.81614], [-2.69133, -4.43710, 2.36568], [-0.34615, 2.52625, -3.22110], [2.13392, 1.20289, 1.59467], [2.68260, 4.61652, 0.07498], [-3.24685, -5.67937, -0.38503], [-1.82234, -4.16840, 1.76350], [-0.48663, -3.99648, -2.14001], [0.31968, -0.61151, -3.94429], [-4.00893, 3.68177, 0.55311], [0.69500, 3.73419, -1.23500], [-1.48873, -4.42081, -2.16568], [1.03722, 2.76412, -1.60180], [-1.61294, -4.97765, 1.07116], [-0.79007, -1.95105, -2.86277], [-2.38863, -0.88226, 1.30581], [1.78500, -4.16512, -4.37918], [2.51569, 3.19721, 3.10713], [-1.87712, 0.25946, -3.49027], [0.81479, 0.13431, -3.32208], [4.17406, 1.15147, 1.09774], [1.86877, 5.32653, -0.07473], [2.97651, 4.18100, -0.87363], [1.06123, 1.87410, 3.36140], [-1.49025, 0.03851, -2.48642], [2.74305, -3.27681, -2.75941], [-1.84953, -2.84108, -0.31942], [-0.14426, 0.61608, -2.30462], [4.45682, -4.10059, -3.60905], [-0.96176, -4.06182, 2.43155], [1.82539, -2.03432, 1.17988], [2.63285, -3.19878, -0.43793], [4.39343, -4.18693, -1.84342], [3.80491, -4.27322, -2.75193], [-2.26976, -3.91645, -1.04968], [1.07657, -2.63510, -3.84760], [-2.53852, 2.41022, 3.18598], [2.37690, -2.57471, -1.65206], [2.71561, -0.84312, -3.52547], [-2.97814, 4.01377, 0.47870], [-2.72362, 4.19463, -0.56313], [2.08938, -0.44497, -2.72358], [-4.09783, -4.74380, -1.62054], [1.08560, 0.95609, -3.99339], [-0.19646, 2.08036, -2.22819], [-0.94497, -1.51373, 2.17305], [2.58492, -2.64324, -4.78210], [-1.08223, 2.33528, -1.64079], [1.34676, 4.45935, 2.67506], [0.99838, -4.41704, 0.14000], [-1.69518, 2.50821, 1.21916], [2.06899, -5.11985, -1.08426], [-1.94736, -4.20116, -3.13309], [-2.04837, -2.92517, 1.03782], [3.40899, -5.28930, -2.83085], [-1.39801, -5.50526, -2.07223], [2.60654, -5.02087, 0.59040], [-2.51092, -1.83702, -2.55793], [2.32934, 3.56789, 1.03092], [-3.60626, 2.22282, 3.11521], [1.83759, -1.39636, -1.64286], [-2.35134, 3.33675, 3.72021], [3.87417, 1.76943, 2.73075], [1.77662, 2.95672, -2.38285], [-4.04146, -4.15010, 0.04176], [2.78072, -2.36526, 0.72745], [-2.07094, 1.58478, 3.72019], [-1.53537, -1.46418, -2.22965], [3.54748, 1.04472, 1.98174], [1.67076, 0.21548, 3.34082], [2.01360, -3.16301, -4.00981], [3.09093, 4.75873, 2.55687], [1.22737, 1.00062, 2.72793], [3.53863, 5.15315, 0.48071], [2.65861, 0.37930, -2.28406], [1.96695, 2.33081, 0.65063], [2.04349, -4.50807, -0.18844], [0.42795, -0.06661, 0.10163], [1.61698, 1.95372, -0.53806], [0.22050, 0.64334, 2.45592], [3.30382, -2.92540, 1.50268], [3.68624, 0.04353, 2.38787], [-2.82036, 4.91947, 1.05579], [-3.47507, -4.66701, -0.72768], [-1.97925, -1.73528, 1.84590], [3.36406, -1.48154, 0.47525], [-2.15881, 0.52732, -1.77099]],
  "forces_ev_per_a": [[0.0, 0.0, 0.0], [0.0, 0.0, -0.1], [0.0, 0.1, 0.0], [0.0, 0.0, 0.0], [-0.1, 0.0, 0.0], [0.3, 0.7, -0.2], [0.0, -0.1, 0.0], [0.0, 0.0, 0.0], [0.0, 0.0, 0.0], [0.0, 0.0, 0.0], [0.0, 0.0, 0.0], [0.0, 0.0, 0.0], [0.0, 0.1, -0.1], [0.0, 0.0, 0.0], [0.2, 0.1, 0.1], [0.0, 0.0, 0.0], [0.0, 0.0, 0.0], [0.0, 0.0, 0.0], [0.0, 0.0, 0.0], [0.0, 0.1, 0.0], [0.0, -0.1, 0.0], [0.0, 0.0, -0.1], [0.0, 0.0, 0.0], [0.0, 0.0, 0.0], [0.0, 0.0, 0.0], [0.0, 0.0, 0.0], [-0.1, 0.0, 0.0], [-0.1, -0.1, 0.1], [-0.1, 0.0, 0.0], [0.1, 0.0, 0.0], [0.0, 0.0, 0.0], [0.0, 0.0, 0.0], [-0.1, -0.2, 0.0], [-0.2, 0.0, -0.1], [0.0, 0.0, 0.0], [0.0, 0.0, 0.0], [0.0, 0.0, 0.0], [0.0, 0.0, 0.0], [0.0, -0.1, -0.1], [0.0, 0.0, 0.0], [-0.1, 0.0, 0.0], [-0.2, 0.1, -0.1], [0.0, 0.0, 0.0], [0.2, 0.1, 0.0], [0.0, 0.0, 0.0], [0.0, 0.0, 0.0], [0.0, 0.1, -0.1], [0.0, 0.0, 0.0], [0.0, 0.0, 0.0], [0.0, 0.0, 0.0], [0.0, 0.0, 0.0], [0.0, 0.0, 0.0], [0.0, 0.1, 0.5], [0.0, 0.0, 0.0], [0.0, 0.0, 0.0], [0.0, 0.0, 0.0], [0.0, 0.0, 0.0], [0.0, 0.0, 0.0], [0.0, 0.0, 0.0], [0.0, 0.0, 0.0], [0.1, 0.0, 0.4], [0.0, 0.0, -0.1], [0.1, 0.3, 0.1], [0.0, 0.0, -0.1], [0.0, 0.0, 0.0], [0.1, -0.1, 0.0], [0.0, 0.0, 0.0], [0.1, 0.0, 0.0], [0.0, 0.0, 0.0], [0.0, 0.0, 0.0], [0.0, -0.1, -0.1], [0.0, 0.0, 0.1], [0.0, 0.0, 0.0], [0.0, 0.0, 0.0], [0.0, 0.2, 0.3], [0.0, 0.0, 0.0], [0.0, 0.0, 0.0], [0.0, 0.1, -0.4], [0.0, 0.0, 0.1], [-0.2, -1.4, -0.5], [-0.4, -0.1, 0.5], [0.1, 0.1, 0.0], [0.0, 0.0, 0.0], [0.0, 0.0, 0.0], [0.0, 0.0, 0.0], [0.0, 0.0, 0.0], [0.0, 0.0, 0.0], [0.0, 0.0, 0.0], [0.0, 0.0, 0.0]],
  "mulliken_charge": [0.42, -0.99, 0.67, 0.31, 0.32, 0.67, -1.20, 0.39, -1.24, 0.14, 0.43, 0.37, 0.44, -0.99, -0.70, 0.42, -0.19, 0.32, 0.38, 0.41, 0.37, -1.33, 0.40, 0.36, 0.39, 0.17, -1.13, 0.28, 0.04, 0.71, 0.39, 0.38, 0.11, 0.08, 0.37, -1.23, 0.42, 0.16, -1.13, -0.21, 0.63, -1.10, 0.37, -1.30, 0.39, 0.48, -1.44, 0.26, 0.32, 0.04, 0.26, 0.01, 0.64, 0.28, 0.31, 0.16, 0.40, 0.37, 0.37, 0.65, 0.42, 0.38, 0.76, 0.41, 0.33, 0.36, 0.35, -0.95, 0.33, -0.54, -1.37, 0.41, -1.01, 0.26, -0.53, 0.41, 0.28, -0.60, -0.74, 1.03, 0.44, -0.05, 0.46, 0.41, 0.34, -1.17, -1.10, 0.40, 0.19]
}

---

[2]
{
  "formula": "C23H54N3O9P2",
  "method": "ωB97M-V/def2-TZVPD",
  "gap_ev": [8.45, 8.17],
  "s2": 0.755,
  "spin_multiplicity": 2,
  "largest_force_ev_per_a": 5.68,
  "e_homo_ev": [-8.453, -8.453],
  "total_charge": 0,
  "symbols": ["H", "C", "H", "O", "C", "H", "H", "H", "H", "O", "C", "H", "H", "H", "H", "C", "H", "H", "C", "H", "O", "H", "H", "H", "O", "N", "H", "O", "C", "H", "H", "O", "H", "C", "H", "H", "N", "H", "C", "C", "H", "H", "H", "C", "H", "H", "P", "C", "C", "C", "C", "H", "H", "H", "H", "C", "H", "H", "H", "H", "H", "H", "C", "H", "O", "H", "H", "H", "C", "H", "H", "H", "H", "H", "H", "H", "H", "N", "C", "O", "C", "C", "O", "H", "C", "H", "H", "P", "H", "C", "C"],
  "xyz": [[-1.24398, -3.46903, 4.29609], [4.68639, -0.68993, -4.95071], [-1.36346, -0.44674, 6.84859], [3.05533, 2.64955, 1.06599], [2.87728, 0.74842, -1.15874], [4.04691, -1.76144, 0.64768], [0.07988, 2.66925, 6.34186], [5.04110, -0.11108, -2.29206], [-4.08007, 0.23037, -3.11598], [5.26219, -1.90055, -4.44692], [-0.59534, -0.79212, 4.25966], [0.98617, 3.40805, 4.86411], [-2.87450, -3.41802, 5.40954], [-1.10549, 2.83733, 3.59416], [-1.13832, -3.00228, 6.12364], [0.68315, -0.34943, -5.38513], [2.74301, 0.08270, -3.18925], [3.50808, 1.91188, 1.59857], [3.27986, 0.86081, -2.64049], [3.42791, 1.46715, -0.53826], [-2.58220, 0.35822, -1.66104], [2.18688, 0.40609, 3.13797], [3.90801, -0.05225, 1.10957], [-1.61863, -0.11519, 1.45954], [0.85968, 3.91860, 2.26068], [-2.13066, -1.74820, -3.93767], [-4.57098, 0.86270, 4.87394], [-3.24281, -2.34457, 3.04077], [-2.39605, -0.60566, 6.29178], [-2.69082, -2.29884, -2.02636], [-3.09074, -0.19896, -5.02143], [3.03764, -0.60072, -0.70077], [-0.91715, -1.89752, -6.36454], [4.06944, -0.73545, 0.27029], [-0.23610, -1.62479, 3.48271], [4.82744, 1.46185, -4.75930], [4.73001, 0.71331, -2.80119], [0.15624, -0.85815, 5.15744], [-1.46985, -0.96506, -6.19188], [5.14882, 0.57436, -4.20143], [-1.41792, 2.01464, -1.92597], [-0.88948, 0.59457, -2.82197], [-3.50024, 2.23865, 3.94531], [-1.86831, 0.57514, 2.40059], [5.04801, -0.55616, -0.17962], [2.96971, 1.83728, -3.02262], [0.98755, 0.60095, 2.31608], [-0.75561, 1.97278, 4.33972], [4.54572, -2.48952, -3.37162], [-3.60387, -0.37920, -2.34176], [-3.13368, -1.74968, -2.86560], [1.81274, 0.98581, -1.06918], [-4.00514, -2.32854, -3.19366], [0.78824, 4.68378, 1.58890], [-1.32393, -1.21613, -3.61877], [0.51934, 2.38648, 5.26823], [-3.00835, -1.41118, 6.89817], [-4.50284, 0.73800, 1.25032], [-1.89337, -0.65240, -7.15131], [-4.37862, -0.56993, -1.59158], [-2.03270, 1.67503, 1.98782], [-3.36345, -1.84410, -5.63532], [-2.05204, -1.29215, 4.81805], [-1.67952, 1.81619, 5.06785], [1.51712, 1.33566, 5.50174], [-2.91188, 0.44011, 6.22005], [6.24513, 0.58506, -4.20049], [-5.25537, -0.83397, 2.07160], [-4.11860, 1.24754, 3.83833], [4.93937, -2.12994, -2.41908], [5.04325, -0.60130, -5.98230], [3.46902, -2.30976, -3.43561], [2.41702, 1.68319, 5.16551], [1.29876, 0.52986, -5.17671], [-5.07902, 1.54250, 3.19289], [3.59684, -0.76956, -5.01639], [-3.67173, -0.91618, 0.89778], [-3.18614, -1.24576, 3.83008], [-3.27529, 0.03837, 3.04663], [0.66252, 2.52142, -0.12667], [-2.62302, -1.17189, -5.19305], [-0.59640, 0.62194, 3.44179], [-0.61638, 0.09994, -5.75258], [4.71538, -3.57010, -3.40622], [-1.77039, 1.15783, -2.50844], [1.14664, -0.91357, -6.20009], [0.63859, -0.95992, -4.48100], [1.30311, 2.51756, 1.32897], [-2.31519, 1.53573, -3.37796], [-1.84415, -2.91758, 5.16839], [-4.24572, -0.32214, 1.72935]],
  "forces_ev_per_a": [[-1.7, 1.2, 1.9], [0.6, 0.1, -0.1], [-2.1, -0.4, -1.1], [-2.4, -1.4, 2.5], [-0.2, -0.1, -1.0], [-0.1, 0.1, 0.0], [0.9, -0.6, -2.3], [-0.1, 0.2, -0.1], [0.2, 0.1, -0.1], [-0.6, 0.4, -0.1], [0.2, -0.9, -0.8], [-0.8, -2.5, 0.7], [2.1, 0.9, -0.6], [1.2, -1.7, 1.7], [-1.6, 0.3, -1.9], [-0.3, 0.4, -0.1], [-0.3, 0.0, 0.0], [-0.9, 1.6, -1.0], [0.4, -0.3, 0.9], [0.0, -0.5, -0.5], [-0.6, -0.2, -0.5], [-1.0, 0.7, -0.2], [0.1, 0.0, 0.1], [-0.5, 1.4, 2.1], [0.9, -1.1, -2.9], [-0.3, 0.1, -0.1], [1.3, 0.9, -2.2], [-0.1, 2.5, 1.9], [0.6, -0.3, -0.3], [-0.1, 0.1, 0.0], [-0.1, 0.1, -0.2], [0.6, 0.0, 0.6], [0.0, 0.1, 0.2], [-0.5, -0.4, -0.6], [-0.8, 1.7, 1.5], [-0.1, -0.1, 0.0], [-0.2, 0.0, -0.3], [-1.5, 0.5, -1.8], [-0.6, 0.3, 0.2], [0.1, -0.3, 0.3], [0.0, -0.2, 0.0], [0.1, 0.1, -0.2], [-1.1, -2.1, 0.0], [0.3, -0.1, -0.5], [0.2, 0.2, 0.2], [0.0, 0.0, 0.0], [-0.4, -1.1, 0.3], [-0.9, -0.4, 0.2], [0.4, -0.2, -0.1], [0.1, -0.3, 0.5], [0.4, 0.2, 0.1], [0.3, 0.0, -0.1], [0.0, 0.1, 0.0], [0.1, -1.7, 1.3], [-0.2, -0.1, -0.1], [-0.8, 1.9, 0.9], [1.0, 2.0, -1.2], [0.5, -2.3, 1.0], [0.0, 0.0, 0.0], [0.1, 0.0, 0.0], [0.2, -2.4, 0.8], [0.0, 0.0, 0.0], [1.1, -1.9, 2.1], [2.0, 0.2, -1.6], [1.1, 1.9, -1.3], [0.8, -2.2, 0.2], [-0.1, -0.1, -0.1], [2.3, 1.0, -0.7], [-0.9, -0.2, 0.0], [-0.2, 0.0, 0.2], [0.0, 0.0, 0.1], [0.0, 0.1, 0.0], [-2.3, -0.8, 0.8], [-0.2, 0.0, 0.0], [2.2, -0.8, 1.3], [0.0, -0.1, 0.2], [-1.2, 0.9, 1.9], [2.0, -0.8, -1.9], [-2.1, 1.2, -2.1], [1.6, 0.4, 5.4], [0.9, -0.1, 0.0], [-1.1, 0.4, 0.6], [0.3, -0.6, 0.0], [0.0, 0.1, -0.1], [0.2, 0.2, 0.4], [0.0, -0.1, 0.1], [0.1, -0.2, 0.0], [0.3, 2.6, -4.3], [0.0, -0.2, 0.0], [1.1, 0.3, 0.3], [0.2, 1.3, -0.2]],
  "mulliken_charge": [0.29, -0.11, 0.25, -0.62, -0.58, 0.23, 0.27, 0.10, 0.38, -0.45, -1.75, 0.20, 0.40, 0.42, 0.32, -0.70, -0.09, 0.31, 0.11, 0.43, -0.31, 0.07, 0.08, 0.31, -0.54, -0.30, 0.26, -0.51, -1.16, 0.38, 0.18, -0.33, 0.38, -0.55, 0.54, 0.41, -0.38, 0.28, -0.79, -0.69, 0.23, -0.03, 0.23, -1.47, 0.35, 0.43, -0.20, -0.31, -0.45, -0.58, -0.73, 0.06, 0.43, 0.36, -0.02, -0.62, 0.34, 0.40, 0.41, 0.32, 0.33, 0.39, 0.87, 0.01, -0.52, 0.28, 0.35, 0.39, -1.40, 0.17, 0.40, 0.17, 0.35, 0.25, 0.43, 0.00, 0.16, 0.58, 1.15, -0.54, -0.17, 1.34, -0.36, 0.31, -0.31, 0.37, 0.30, 0.99, 0.31, -1.23, -1.23]
}

---

How do the records compare in energy? In the order shown, they have -1754.61019 -2432.54174 a.u..